1.
The following is a quantum chemistry calculation of a single C2H9N5 molecule in a non-equilibrium geometry, from OMol25.

XYZ file:
```
16
Properties=species:S:1:pos:R:3:forces:R:3
C -0.158 -0.334 1.138 0.03 0.19 -0.34
N -0.694 0.750 0.350 -0.16 -0.77 0.51
N -0.135 -1.568 0.354 0.66 0.02 -0.64
N -2.063 0.578 0.057 -0.19 -0.15 -0.34
N 0.639 -1.331 -0.858 -0.30 -0.66 0.70
C 1.234 1.714 -0.523 -0.71 -0.60 -0.03
N 0.008 1.356 -0.613 0.43 1.92 -0.14
H 0.254 -2.323 0.925 -0.07 0.19 -0.26
H -2.194 -0.163 -0.642 0.19 0.30 0.15
H -2.387 1.456 -0.350 0.17 -0.34 0.19
H 0.327 -1.991 -1.565 0.22 0.11 0.27
H 1.652 -1.406 -0.712 -0.47 -0.13 -0.03
H 0.842 -0.030 1.483 -0.18 -0.05 0.03
H -0.830 -0.497 1.985 0.21 0.08 -0.03
H 1.552 2.479 -1.217 0.21 -0.28 -0.30
H 1.954 1.311 0.185 -0.03 0.17 0.27
```
Positions in Å, forces in eV/Å.

The calculation puts the energy above the lowest of the compared OMol25 structures with the same formula, charge and spin at 94.27 kcal/mol. The value obtained for the strongest force on any atom is 2.0 eV/A. Its SMILES is C=NN(N)CNN. Its gap between HOMO and LUMO is 9.06 eV.

---

2.
The following is a quantum chemistry calculation of a single H2N2O4S molecule in a non-equilibrium geometry, from OMol25.

XYZ file:
```
9
Properties=species:S:1:pos:R:3:forces:R:3
N 2.059 0.550 -0.393 1.20 1.37 -0.59
N -1.121 0.716 -0.640 -0.83 1.42 -1.45
O 2.720 1.299 0.243 -1.13 -1.20 -0.50
O 1.294 -0.246 0.431 -0.40 0.05 1.56
O -1.631 -1.010 1.022 0.63 -0.44 -0.12
O 0.599 -1.175 -0.323 -0.89 -0.72 -0.50
S -1.134 -0.773 -0.518 0.95 0.07 1.79
H -1.533 1.050 -1.535 0.59 -0.36 0.85
H -1.254 -0.411 1.712 -0.12 -0.20 -1.04
```
Positions in Å, forces in eV/Å.

The calculation puts the energy above the lowest of the compared OMol25 structures with the same formula, charge and spin at 101.25 kcal/mol. The value obtained for the strongest force on any atom is 2.2 eV/A. Its gap between HOMO and LUMO is 10.46 eV.

---

3.
The following is a quantum chemistry calculation of a molecular structure, C17H30Cl2IrN3O3 in a non-equilibrium geometry, from OMol25.

XYZ file:
```
56
Properties=species:S:1:pos:R:3:forces:R:3
O 0.279 -1.643 -1.788 -1.11 -1.06 1.36
C 1.168 -1.373 -2.641 1.81 -0.09 -3.11
C 1.282 -2.146 -3.876 0.28 0.64 1.25
C 0.549 -3.337 -4.126 -0.09 -0.05 -0.45
H -0.072 -3.773 -3.340 0.13 0.25 -0.23
C 0.624 -3.937 -5.386 0.06 0.22 0.09
H 0.045 -4.831 -5.612 0.02 0.13 0.19
C 1.436 -3.411 -6.397 0.08 -0.07 -0.16
H 1.457 -3.843 -7.406 -0.04 0.07 0.57
C 2.257 -2.314 -6.106 -0.01 0.28 0.39
H 2.939 -1.928 -6.858 -0.08 -0.05 0.06
C 2.196 -1.701 -4.862 -0.03 -0.16 -0.26
H 2.833 -0.850 -4.606 -0.16 -0.17 -0.26
H 1.861 -0.523 -2.501 -0.38 -0.28 -0.14
C 2.438 -1.238 0.143 0.62 -0.15 0.16
C 1.347 -0.292 0.526 -0.47 0.03 0.41
H 3.064 -1.449 1.032 -0.16 0.07 -0.44
H 3.068 -0.723 -0.611 -0.15 -0.53 0.29
H 2.079 -2.192 -0.261 0.07 0.39 0.03
C 1.559 0.657 1.459 -0.57 -0.63 -0.69
C 2.840 0.927 2.178 0.25 0.41 0.09
H 0.733 1.301 1.731 -0.05 0.00 0.03
H 3.719 0.963 1.528 -0.13 -0.08 -0.05
H 3.076 0.227 2.992 -0.21 0.04 -0.15
H 2.709 1.921 2.607 0.40 0.00 0.26
Ir -0.567 -0.506 -0.213 0.82 1.47 0.00
Cl -0.874 -2.739 0.372 -0.02 -1.53 0.56
Cl -1.095 0.632 -2.260 0.04 0.46 -1.22
C -1.104 -1.149 2.877 -0.20 1.61 -0.48
O -1.310 -0.309 1.952 0.11 -1.34 2.37
N -1.408 -0.867 4.153 0.02 -0.26 -0.32
C -2.215 0.283 4.539 0.16 -0.02 0.11
C -1.014 -1.745 5.243 -0.21 -0.28 0.07
H -0.673 -2.146 2.686 0.06 0.51 0.02
H -2.309 0.983 3.712 0.08 -0.13 0.03
H -1.732 0.769 5.393 -0.09 0.07 -0.16
H -3.209 -0.053 4.859 0.12 0.05 -0.08
H -0.327 -2.520 4.879 -0.21 0.25 0.11
H -1.896 -2.226 5.695 0.25 0.08 -0.14
H -0.522 -1.152 6.025 0.01 -0.17 -0.22
H -1.637 4.895 1.921 -0.04 -0.01 0.02
H -2.241 5.635 -0.357 0.33 -0.16 -0.20
C -0.803 4.288 1.565 0.35 0.00 -0.15
C -1.308 5.156 -0.708 -0.37 -0.23 0.13
N -0.995 4.002 0.144 -0.35 0.18 0.18
H -0.761 3.355 2.134 0.03 0.17 -0.24
C -1.212 2.756 -0.290 0.06 -0.78 0.64
O -1.031 1.733 0.425 -0.22 1.93 -0.73
H -1.435 4.828 -1.748 0.05 0.08 0.35
H -1.598 2.699 -1.328 0.48 -0.14 0.55
H 0.121 4.859 1.714 -0.14 -0.15 0.00
H -0.510 5.903 -0.667 0.00 -0.21 0.04
N -2.692 -0.454 -0.131 -1.87 -0.56 -0.35
H -3.033 -0.224 -1.071 0.05 -0.03 0.39
H -3.023 -1.397 0.113 0.08 0.39 -0.04
H -3.074 0.220 0.551 0.55 -0.44 -0.50
```
Positions in Å, forces in eV/Å.

The calculation puts the energy above the lowest of the compared OMol25 structures with the same formula, charge and spin at 0.00 kcal/mol. As for the multiplicity: 5. The value obtained for the strongest force on any atom is 3.6 eV/A. Its expectation value of S² is 6.043. Its gap between HOMO and LUMO (alpha / beta) is 4.26 / 6.03 eV.

---

4.
The following is a quantum chemistry calculation of a molecular structure, C21H23N3O4ReSe2 in a non-equilibrium geometry, from OMol25.

XYZ file:
```
54
Properties=species:S:1:pos:R:3:forces:R:3
Re 0.696 -0.192 -1.009 -1.10 -0.12 -0.58
O -0.249 1.357 -2.120 0.14 0.01 -0.03
C -1.075 1.293 -3.077 0.20 0.10 0.20
C -1.771 0.152 -3.497 -0.21 0.24 -0.25
C -2.712 0.283 -4.547 0.16 0.05 0.13
C -3.473 -0.794 -4.867 -0.33 0.01 0.10
C -3.363 -2.009 -4.182 0.01 -0.06 0.09
C -2.448 -2.152 -3.160 -0.24 -0.19 -0.25
C -1.633 -1.079 -2.828 0.59 -0.15 0.62
O -0.725 -1.248 -1.862 -0.17 0.17 -0.12
N -4.461 -0.672 -5.967 0.84 -0.40 -0.59
O -5.053 -1.679 -6.270 -0.33 0.05 0.22
O -4.485 0.384 -6.555 -0.28 0.22 0.20
H -1.268 2.236 -3.593 -0.05 0.01 -0.02
H -2.832 1.214 -5.089 -0.02 0.00 0.03
H -4.009 -2.828 -4.471 0.01 0.01 -0.01
H -2.342 -3.085 -2.625 0.00 0.01 -0.02
C 1.191 -3.056 6.058 0.00 0.06 -0.16
C 1.310 -2.701 4.597 0.01 -0.04 0.28
C 2.384 -1.953 4.132 0.16 0.09 -0.07
C 2.548 -1.651 2.784 0.16 0.05 0.27
C 3.722 -0.831 2.318 -0.03 -0.06 -0.03
C 1.560 -2.126 1.933 -0.19 0.14 -0.40
Se 1.854 -1.908 0.034 0.72 -0.32 0.00
C 0.454 -2.872 2.325 -0.22 -0.01 0.18
C -0.587 -3.411 1.375 0.05 0.04 0.06
C 0.357 -3.139 3.686 -0.18 -0.06 -0.10
H 1.955 -2.560 6.653 0.00 0.00 -0.02
H 1.303 -4.132 6.190 0.00 0.00 0.01
H 0.215 -2.777 6.453 -0.01 -0.01 -0.03
H 3.130 -1.598 4.834 -0.01 -0.02 -0.01
H 4.520 -0.843 3.058 -0.03 0.00 0.02
H 3.436 0.210 2.154 -0.01 -0.02 0.01
H 4.151 -1.210 1.385 -0.02 -0.04 0.01
H -0.632 -2.863 0.431 0.02 0.00 0.01
H -1.577 -3.354 1.826 0.02 -0.03 0.03
H -0.395 -4.460 1.140 0.03 0.01 0.00
H -0.493 -3.714 4.039 0.04 -0.01 0.00
C 1.919 4.270 -2.220 -0.15 0.03 0.22
N 1.070 4.141 -1.026 0.00 0.17 -0.29
C 0.187 5.102 -0.576 0.18 -0.10 -0.13
C -0.369 4.626 0.558 0.04 -0.16 0.13
N 0.185 3.382 0.790 -0.29 -0.04 0.19
C -0.127 2.533 1.949 0.10 0.20 -0.16
C 1.050 3.100 -0.191 0.04 0.17 -0.01
Se 2.214 1.618 -0.275 0.35 0.08 0.33
H 1.409 4.910 -2.933 0.01 0.00 -0.02
H 2.076 3.284 -2.647 0.00 0.01 -0.03
H 2.874 4.712 -1.945 0.02 0.00 -0.01
H 0.041 6.034 -1.094 0.01 -0.02 0.00
H -1.094 5.062 1.223 0.00 -0.02 -0.01
H -0.942 3.001 2.492 0.00 -0.01 0.02
H 0.745 2.450 2.592 0.01 -0.01 0.00
H -0.438 1.545 1.620 -0.01 -0.03 -0.03
```
Positions in Å, forces in eV/Å.

As for the multiplicity: 4. The value obtained for the strongest force on any atom is 1.3 eV/A. Its expectation value of S² is 4.047. As for the total charge: +2. Its gap between HOMO and LUMO (alpha / beta) is 5.73 / 5.87 eV.

---

5.
The following is a quantum chemistry calculation of a molecular structure, C46H55HgN3S2 in a non-equilibrium geometry, from OMol25.

XYZ file:
```
107
Properties=species:S:1:pos:R:3:forces:R:3
Hg 0.456 0.618 0.961 -0.21 -0.42 -0.08
C 1.113 2.884 2.197 0.68 -0.39 0.02
C 0.941 3.861 1.252 -0.06 -0.09 -0.06
C 1.828 3.500 0.142 -0.71 1.79 -0.80
C 2.461 2.348 0.452 1.43 -1.13 -0.32
C 2.090 1.891 1.764 -0.86 0.01 0.28
C 3.090 1.374 2.776 0.55 0.25 0.08
C 3.778 2.648 3.299 0.47 -0.82 0.86
C 4.115 0.432 2.130 -0.04 0.00 0.23
C 2.430 0.647 3.942 -0.27 0.15 -0.42
C 2.099 4.276 -1.159 -0.29 -0.02 0.24
C 2.922 5.547 -0.840 0.44 -0.59 -0.59
C 0.798 4.668 -1.888 0.56 0.54 -0.51
C 2.882 3.410 -2.154 0.53 -0.27 0.59
C -0.167 4.890 1.466 -0.35 0.34 -0.26
C -1.403 4.661 0.547 0.58 0.48 -0.58
C 0.268 6.359 1.273 -0.23 -0.43 0.27
C -0.713 4.788 2.900 0.26 0.66 -0.05
H 0.664 2.844 3.167 -0.15 0.02 0.26
H 3.153 1.789 -0.203 -0.33 0.53 0.51
H 4.058 3.315 2.514 0.24 0.41 -0.79
H 4.689 2.374 3.857 -0.22 0.17 0.03
H 3.099 3.196 3.947 -0.02 0.02 0.21
H 4.730 0.957 1.390 -0.12 -0.16 0.02
H 3.573 -0.404 1.678 0.37 0.20 -0.13
H 4.782 0.003 2.896 -0.15 0.21 -0.17
H 1.588 1.228 4.321 0.06 -0.01 0.20
H 3.144 0.449 4.740 0.08 0.06 0.12
H 2.034 -0.291 3.575 -0.17 -0.33 0.10
H 2.481 6.127 -0.059 -0.41 0.38 0.43
H 3.027 6.176 -1.735 0.01 -0.08 0.11
H 3.923 5.275 -0.481 -0.11 -0.06 -0.17
H 0.336 5.569 -1.491 0.07 0.00 0.07
H 0.065 3.884 -1.865 -0.33 -0.53 0.07
H 1.032 4.872 -2.948 -0.11 0.03 0.29
H 3.890 3.148 -1.773 -0.43 0.23 -0.19
H 2.988 3.930 -3.105 0.07 0.03 -0.07
H 2.356 2.469 -2.308 -0.10 -0.05 -0.19
H -1.267 5.181 -0.417 -0.17 -0.30 0.42
H -2.308 5.065 0.999 -0.09 0.04 0.13
H -1.555 3.614 0.334 -0.08 -0.35 0.02
H 0.472 6.587 0.239 0.21 0.05 -0.26
H 1.132 6.607 1.885 0.13 0.03 0.05
H -0.565 6.991 1.571 -0.10 0.22 0.09
H -1.192 3.850 3.106 -0.20 -0.59 0.00
H -1.472 5.559 3.002 -0.15 0.16 0.15
H 0.046 4.966 3.664 0.09 -0.02 -0.07
C 1.805 -0.772 -3.805 -0.11 -0.13 -0.14
C 0.596 -0.565 -4.451 -0.30 0.07 0.17
C -0.481 -0.063 -3.724 0.52 -0.54 -0.44
C -0.327 0.195 -2.364 0.42 0.36 0.34
N 0.863 0.022 -1.764 -0.25 -0.18 -0.26
C 1.889 -0.467 -2.459 -0.76 0.47 0.03
C -1.461 0.690 -1.528 -0.57 0.00 0.37
C -2.683 1.020 -2.148 0.05 0.25 -0.22
C -3.788 1.416 -1.415 0.04 -0.30 0.40
C -3.701 1.457 -0.024 -0.16 -0.14 -0.39
C -2.503 1.154 0.592 -0.21 -0.01 -0.06
C -1.372 0.773 -0.120 0.41 -0.17 -0.63
H 2.654 -1.182 -4.322 0.21 -0.06 -0.13
H 0.475 -0.820 -5.504 0.04 0.13 0.22
H -1.429 0.057 -4.215 -0.14 0.07 -0.04
H 2.802 -0.580 -1.910 0.42 -0.15 0.24
H -2.806 1.027 -3.233 0.19 -0.13 0.26
H -4.729 1.617 -1.913 0.04 0.12 -0.04
H -4.570 1.685 0.577 -0.11 0.16 0.02
H -2.455 1.204 1.667 0.06 -0.03 0.27
S -1.012 -1.075 3.094 -0.09 -0.29 -0.57
C -0.936 -2.329 1.927 0.25 0.05 0.30
N -2.067 -3.068 1.588 -0.05 0.05 -0.33
C -1.891 -4.507 1.607 -0.09 0.46 0.50
C -0.826 -4.891 0.626 0.25 -0.62 -0.35
N 0.340 -4.054 0.756 0.26 0.41 0.41
C 1.587 -4.691 0.388 0.43 0.26 -0.22
C 1.518 -5.348 -0.975 0.35 -0.27 0.20
C 1.354 -4.546 -2.104 -0.18 -0.24 0.13
C 1.323 -5.112 -3.373 0.15 0.36 0.51
C 1.479 -6.483 -3.499 -0.47 -0.25 -0.71
C 1.629 -7.287 -2.386 0.14 -0.56 0.12
C 1.670 -6.736 -1.116 -0.27 0.92 -0.34
C 0.291 -2.787 1.339 -0.31 -0.52 0.01
S 1.687 -1.827 1.317 0.23 0.02 0.05
C -3.405 -2.581 1.825 -0.12 0.23 -0.45
C -4.313 -3.077 0.711 -0.24 -0.22 0.29
C -5.424 -3.880 0.977 0.50 0.45 -0.19
C -6.208 -4.344 -0.072 -0.38 -0.30 0.02
C -5.904 -4.018 -1.386 0.58 0.48 0.35
C -4.787 -3.216 -1.660 -0.58 -0.23 0.21
C -4.011 -2.760 -0.613 0.44 0.17 0.05
H -2.833 -4.981 1.344 -0.04 -0.13 0.00
H -1.611 -4.783 2.636 -0.01 -0.33 -0.12
H -1.185 -4.792 -0.403 -0.34 -0.11 0.00
H -0.531 -5.960 0.750 -0.17 0.61 0.08
H 1.903 -5.437 1.136 -0.25 0.05 0.00
H 2.369 -3.914 0.375 -0.36 -0.29 0.01
H 1.203 -3.482 -1.947 0.09 0.04 -0.13
H 1.194 -4.462 -4.228 -0.05 -0.13 -0.11
H 1.370 -6.955 -4.476 0.23 0.16 0.16
H 1.706 -8.367 -2.517 0.00 0.26 0.06
H 1.768 -7.357 -0.241 0.09 -0.11 0.18
H -3.393 -1.484 1.813 0.19 -0.22 0.06
H -3.790 -2.881 2.801 -0.13 -0.10 0.22
H -5.648 -4.114 2.010 -0.11 -0.13 -0.02
H -7.070 -4.979 0.139 0.19 0.19 -0.06
H -6.538 -4.349 -2.179 -0.26 -0.24 -0.40
H -4.551 -2.925 -2.676 0.02 -0.08 0.00
H -3.127 -2.158 -0.809 -0.10 0.03 0.02
```
Positions in Å, forces in eV/Å.

The calculation puts the energy above the lowest of the compared OMol25 structures with the same formula, charge and spin at 0.00 kcal/mol. As for the multiplicity: 2. The value obtained for the strongest force on any atom is 2.1 eV/A. Its expectation value of S² is 0.755. As for the total charge: -1. Its gap between HOMO and LUMO (alpha / beta) is 5.55 / 6.61 eV.

---

6.
The following is a quantum chemistry calculation of 2 unconnected molecules or ions with the total composition C2H4O4 in a non-equilibrium geometry, from OMol25.

XYZ file:
```
10
Properties=species:S:1:pos:R:3:forces:R:3
C -2.150 -0.842 -0.128 -0.87 3.26 2.60
C 1.200 -0.093 -0.498 0.52 0.47 -0.46
O -1.947 -1.688 -0.812 1.47 -5.31 -4.32
O 0.255 1.075 1.342 0.12 -2.29 1.46
O -2.389 0.020 0.571 -0.94 2.07 1.85
O 0.133 0.688 -0.006 0.03 0.60 -0.57
H 2.151 0.450 -0.666 -0.80 0.23 -0.68
H 0.731 -0.664 -1.298 0.23 0.90 -0.95
H 1.549 -0.936 0.018 -0.05 -1.08 2.29
H 0.467 1.990 1.477 0.30 1.14 -1.22
```
Positions in Å, forces in eV/Å.

The calculation puts the energy above the lowest of the compared OMol25 structures with the same formula, charge and spin at 86.91 kcal/mol. The value obtained for the strongest force on any atom is 7.0 eV/A. Its SMILES is O=C=O.COO. Its gap between HOMO and LUMO is 11.16 eV.

---

7.
The following is a quantum chemistry calculation of 2 unconnected molecules or ions with the total composition C4H7NO in a non-equilibrium geometry, from OMol25.

XYZ file:
```
13
Properties=species:S:1:pos:R:3:forces:R:3
C 1.858 0.433 0.522 0.30 -0.08 0.01
O 0.685 -0.193 0.799 -0.27 -0.09 -0.15
C -0.112 -0.697 -0.055 0.03 0.03 0.03
C -1.465 -1.129 0.377 0.00 0.02 0.05
C -0.213 1.894 -0.943 -0.88 0.22 -0.55
N -1.164 2.174 -1.539 0.92 -0.26 0.57
H 2.435 0.572 1.428 -0.08 -0.02 -0.12
H 0.733 1.683 -0.373 -0.06 0.03 -0.04
H 2.365 0.048 -0.364 -0.07 0.09 0.11
H 0.250 -0.827 -1.075 -0.05 0.03 0.14
H -1.612 -2.203 0.210 0.03 0.15 0.01
H -1.606 -0.910 1.438 0.02 -0.03 -0.14
H -2.229 -0.593 -0.199 0.12 -0.09 0.07
```
Positions in Å, forces in eV/Å.

The calculation puts the energy above the lowest of the compared OMol25 structures with the same formula, charge and spin at 110.32 kcal/mol. The value obtained for the strongest force on any atom is 1.1 eV/A. Its gap between HOMO and LUMO (alpha / beta) is 8.03 / 7.95 eV.